(1)
52
Properties=species:S:1:pos:R:3:forces:R:3 method="wB97M-V/def2-TZVPD" spin_multiplicity=2 e_tot_ev=-106211.66843 e_homo_ev="-9.5132 / -9.5251" total_charge=+1 lumo_energy_ev="-2.869 / -2.780" relative_energy_kcal_mol=3.85 orbital_gap_ev="6.644 / 6.745"
Ti -0.020 0.773 -0.398 -0.84 -0.51 -0.19
C -0.559 -0.829 -4.617 0.01 -0.02 0.03
N 0.103 -1.673 -3.619 0.01 -0.07 0.00
C 0.192 -3.097 -3.927 -0.03 0.05 0.01
C 0.484 -1.160 -2.474 0.03 0.09 -0.03
O 0.414 0.075 -2.253 0.07 0.06 0.01
C 1.036 -2.064 -1.381 0.06 -0.06 -0.01
O 1.255 -1.264 -0.231 -0.01 0.25 0.13
C 0.946 -1.853 1.027 0.09 -0.07 0.03
C 0.076 -0.894 1.820 -0.06 0.05 -0.05
O 0.138 0.344 1.533 0.12 -0.06 -0.02
N -0.629 -1.330 2.832 0.01 0.00 0.08
C -0.799 -2.763 3.091 0.00 0.05 -0.03
C -1.443 -0.410 3.635 -0.02 -0.06 -0.08
H -1.385 -1.395 -5.043 0.00 0.01 -0.01
H 0.142 -0.559 -5.406 0.00 0.00 -0.01
H -0.941 0.066 -4.137 0.00 0.01 -0.01
H -0.773 -3.578 -3.761 0.00 0.00 0.00
H 0.951 -3.586 -3.324 0.01 -0.01 0.00
H 0.469 -3.209 -4.973 0.00 0.00 0.00
H 1.984 -2.502 -1.705 0.00 -0.03 -0.01
H 0.321 -2.863 -1.176 -0.01 0.00 -0.01
H 1.876 -1.995 1.585 0.01 -0.03 0.00
H 0.449 -2.813 0.901 -0.01 0.03 -0.02
H -1.247 -3.249 2.223 0.00 0.01 0.01
H -1.480 -2.873 3.929 0.02 0.00 0.01
H 0.148 -3.235 3.350 0.00 0.00 -0.02
H -1.142 0.612 3.441 0.01 0.02 -0.02
H -1.301 -0.648 4.687 0.01 0.01 0.01
H -2.493 -0.538 3.367 0.00 0.01 0.01
O -6.220 0.355 2.268 -0.01 0.01 -0.02
C -5.227 0.385 1.604 0.05 -0.04 0.02
S -4.343 -1.073 1.077 -0.03 0.01 0.05
C -3.050 -0.235 0.247 -0.03 -0.10 -0.02
C -3.103 1.104 0.222 0.04 0.09 0.00
S -1.920 2.151 -0.552 0.13 0.10 0.06
S -4.441 1.877 1.047 -0.01 0.01 -0.01
S -1.788 -1.183 -0.493 0.30 0.31 0.09
O 3.238 0.612 0.903 0.03 -0.08 0.10
H 3.961 0.071 0.571 0.02 0.03 -0.05
H 3.657 1.229 1.513 -0.01 0.00 0.03
I 3.055 2.051 -2.461 -0.02 -0.05 -0.06
C 2.305 3.097 -0.826 0.24 0.18 0.12
C 2.985 4.254 -0.467 -0.05 -0.03 -0.03
C 2.561 4.957 0.645 0.01 -0.01 0.04
C 1.474 4.485 1.365 -0.01 -0.05 -0.03
C 0.848 3.337 0.928 0.02 0.13 -0.03
N 1.251 2.643 -0.153 -0.10 -0.23 -0.05
H 3.830 4.585 -1.051 -0.01 0.00 -0.01
H 3.079 5.858 0.945 -0.02 0.01 0.00
H 1.104 4.999 2.240 0.00 0.00 0.00
H -0.028 2.955 1.434 0.00 -0.01 0.01


(2)
93
Properties=species:S:1:pos:R:3:forces:R:3 method="wB97M-V/def2-TZVPD" spin_multiplicity=2 e_tot_ev=-48253.65686 e_homo_ev="-7.8205 / -8.6195" lumo_energy_ev="0.515 / 0.513" relative_energy_kcal_mol=5.02 orbital_gap_ev="8.336 / 9.132"
C 3.579 -0.861 2.124 0.25 -0.38 -0.18
N 3.241 -0.114 0.912 -0.44 -0.01 -0.26
C 2.638 1.169 1.250 0.27 -0.14 0.49
C 2.386 -0.948 0.086 0.94 -0.13 -0.76
O 2.854 -1.496 -0.892 -0.59 0.46 1.07
C 0.958 -1.197 0.554 0.40 0.00 -0.42
C -0.179 -0.883 -0.440 -0.70 0.01 0.59
C 0.066 -1.491 -1.843 0.00 0.44 0.10
C 0.838 -0.713 -2.883 2.26 -1.33 -1.45
O 1.771 -1.212 -3.501 -1.97 1.14 1.07
O 0.415 0.575 -3.198 -0.07 -0.60 0.53
C -1.425 -1.629 0.100 0.79 -0.11 0.09
C -1.902 -1.217 1.498 -1.39 -0.32 0.25
C -3.442 -1.423 1.554 0.46 -0.18 -0.16
C -1.355 -2.122 2.602 0.21 0.16 -0.26
N -1.615 0.204 1.814 1.02 -0.37 -0.47
O -0.881 0.416 2.836 -0.09 0.14 0.22
C -1.461 1.132 0.675 0.03 1.20 -0.15
C -2.846 1.525 0.121 0.00 -0.02 0.70
C -0.848 2.440 1.191 0.12 -0.39 -0.47
C -0.538 0.613 -0.457 -0.10 -0.68 -0.37
H 4.404 -1.534 1.915 0.11 -0.15 0.01
H 3.883 -0.196 2.924 0.06 0.25 0.00
H 2.755 -1.465 2.507 -0.18 0.01 0.13
H 3.409 1.779 1.714 0.15 0.11 -0.01
H 1.841 1.082 1.993 -0.31 0.07 -0.07
H 2.302 1.701 0.369 -0.15 0.00 -0.20
H 0.913 -2.267 0.751 0.13 -0.19 0.04
H 0.813 -0.701 1.506 -0.24 0.18 0.06
H 0.571 -2.441 -1.733 0.22 -0.14 -0.06
H -0.907 -1.708 -2.277 -0.22 0.15 -0.17
H 1.078 1.164 -2.822 0.10 0.41 -0.20
H -2.222 -1.574 -0.630 -0.21 0.31 -0.09
H -1.153 -2.682 0.174 -0.09 -0.22 -0.13
H -3.924 -1.156 0.621 -0.15 0.17 -0.05
H -3.628 -2.481 1.717 -0.16 -0.16 0.05
H -3.859 -0.858 2.378 -0.16 0.08 0.14
H -1.542 -3.147 2.297 -0.09 -0.18 0.03
H -1.877 -1.923 3.529 0.00 0.01 0.23
H -0.293 -2.004 2.762 0.15 0.06 0.13
H -3.210 2.352 0.727 -0.17 0.07 0.11
H -2.773 1.884 -0.895 -0.04 -0.12 -0.27
H -3.581 0.738 0.214 -0.04 -0.14 -0.39
H -0.884 3.139 0.358 -0.15 0.22 -0.04
H -1.385 2.829 2.042 -0.04 0.14 0.18
H 0.198 2.314 1.433 0.10 -0.01 0.36
H -1.053 0.788 -1.391 -0.13 0.10 -0.15
H 0.372 1.205 -0.503 0.15 0.15 0.14
C 4.985 -3.218 6.499 0.03 -0.01 -0.08
C 3.956 -2.361 5.785 -0.07 -0.23 0.02
O 3.631 -2.882 4.498 0.08 0.14 0.05
H 5.894 -3.295 5.902 0.02 0.04 0.01
H 5.239 -2.797 7.473 -0.02 -0.01 0.01
H 4.604 -4.231 6.651 -0.03 0.02 0.06
H 4.344 -1.357 5.620 -0.03 0.02 -0.06
H 3.044 -2.277 6.386 0.04 0.09 0.05
H 3.273 -3.764 4.620 -0.02 -0.08 -0.02
C 2.386 3.987 -5.685 -0.07 0.03 -0.01
C 2.069 3.756 -4.219 -0.10 -0.17 -0.15
O 0.686 3.473 -4.012 0.13 0.08 0.11
H 1.788 4.810 -6.075 0.02 0.04 0.02
H 3.442 4.222 -5.826 0.00 -0.02 0.00
H 2.150 3.098 -6.274 0.06 -0.03 0.01
H 2.291 4.648 -3.635 -0.04 0.00 0.06
H 2.677 2.932 -3.827 0.09 0.06 0.01
H 0.472 2.677 -4.510 -0.07 -0.06 -0.01
C -3.882 -0.215 -4.936 -0.04 0.05 0.00
C -2.825 0.266 -3.958 -0.20 -0.31 -0.07
O -3.057 -0.274 -2.660 -0.03 0.26 0.13
H -4.877 0.067 -4.589 0.01 0.06 -0.01
H -3.724 0.210 -5.929 0.00 -0.02 -0.01
H -3.857 -1.304 -5.019 0.07 0.00 -0.04
H -2.854 1.351 -3.859 0.03 0.01 0.07
H -1.828 -0.016 -4.302 0.05 0.08 -0.06
H -3.020 -1.233 -2.732 0.10 -0.20 -0.10
C 2.059 5.962 3.743 0.01 -0.07 0.02
C 1.035 5.257 2.870 -0.12 0.08 0.20
O 0.318 4.259 3.590 0.15 -0.01 -0.12
H 2.763 5.240 4.157 0.02 -0.01 -0.03
H 2.615 6.708 3.173 -0.01 0.01 0.01
H 1.571 6.463 4.581 -0.01 0.06 -0.03
H 1.527 4.744 2.045 -0.04 -0.05 -0.02
H 0.331 5.982 2.448 0.07 0.02 -0.09
H -0.137 4.689 4.318 -0.04 0.00 0.08
C -3.899 -5.488 -3.580 -0.02 0.10 -0.06
C -2.957 -4.629 -2.760 -0.11 -0.02 0.06
O -3.219 -3.235 -2.948 0.01 0.10 0.02
H -3.810 -5.245 -4.639 0.04 -0.02 -0.01
H -3.677 -6.547 -3.443 -0.01 0.00 0.02
H -4.936 -5.313 -3.287 0.00 -0.05 0.05
H -1.925 -4.789 -3.065 0.03 0.08 0.00
H -3.040 -4.871 -1.696 0.06 -0.04 -0.01
H -4.128 -3.069 -2.675 -0.09 -0.05 -0.03


(3)
130
Properties=species:S:1:pos:R:3:forces:R:3 method="wB97M-V/def2-TZVPD" e_tot_ev=-81437.48845 e_homo_ev=-9.2344 lumo_energy_ev=-0.192 relative_energy_kcal_mol=453.76 orbital_gap_ev=9.042
C 1.396 6.124 1.901 -3.00 -0.30 4.63
C 2.484 5.151 1.802 0.92 -2.21 -2.43
O 3.637 5.881 1.566 3.35 2.06 2.19
O 0.092 5.505 1.871 0.17 0.34 -0.39
H 1.271 6.970 1.308 0.70 0.90 -2.02
H 1.505 6.666 2.946 -0.01 -1.00 -1.35
H 2.471 4.572 0.746 -0.69 0.68 2.66
H 2.540 4.416 2.702 -0.23 1.17 -1.53
H 4.021 6.400 2.373 -1.45 -1.58 -1.98
H 0.089 4.657 2.330 0.22 -0.09 0.25
C -4.486 -2.464 0.261 -1.74 1.95 3.19
C -4.322 -0.972 0.804 2.03 -0.80 -2.41
O -2.867 -0.849 0.984 -2.36 -3.23 0.12
O -5.728 -2.548 -0.393 0.78 0.15 -3.76
H -4.815 -3.049 1.229 2.45 0.11 -1.83
H -3.657 -2.535 -0.479 -0.16 -1.25 1.24
H -4.874 -0.814 1.697 -0.35 0.30 0.88
H -4.676 -0.314 -0.027 0.26 -0.18 0.77
H -2.512 -0.006 1.041 0.24 3.09 0.31
H -5.404 -2.493 -1.353 -1.71 -0.14 1.76
C 3.730 -2.208 -2.946 -0.54 0.11 -5.21
C 4.405 -0.995 -3.626 -1.82 -0.22 1.15
O 5.161 -0.083 -2.747 -6.27 1.53 -2.45
O 2.962 -3.049 -3.850 6.69 6.37 -4.98
H 3.032 -2.007 -2.309 -3.75 2.70 4.39
H 4.329 -2.806 -2.487 4.51 -3.59 2.81
H 3.443 -0.558 -3.984 1.37 0.95 -0.20
H 5.032 -1.295 -4.427 0.39 -0.32 -0.84
H 5.922 -0.438 -2.478 4.59 -2.46 1.48
H 2.384 -3.599 -3.541 -4.98 -5.06 3.65
C 0.406 1.001 -4.968 0.82 -7.53 3.94
C -0.776 -0.145 -4.588 1.82 3.49 -1.32
O -1.088 -0.415 -3.306 1.31 -1.52 2.18
O 0.519 1.090 -6.289 0.09 0.12 -2.06
H 1.248 0.534 -4.424 0.52 -0.23 -1.04
H 0.458 1.851 -4.479 -1.12 4.84 2.35
H -0.381 -1.030 -5.011 0.04 -0.72 -1.02
H -1.560 0.347 -5.086 -1.76 -0.30 -1.15
H -1.859 -0.025 -2.943 -0.84 1.25 0.01
H -0.280 1.589 -6.376 -0.70 0.72 -1.97
C -0.236 0.587 -0.308 -1.88 0.62 -1.04
C 0.064 -0.844 0.096 2.42 1.36 -0.62
O -0.805 -1.747 -0.358 -1.70 -2.93 -2.46
O 0.602 1.489 0.440 -0.04 1.37 -2.12
H -1.367 0.784 -0.199 1.41 0.00 0.72
H -0.252 0.694 -1.421 1.16 0.12 0.69
H 0.076 -0.864 1.160 0.76 -0.07 1.26
H 1.028 -1.179 -0.414 -0.57 0.78 1.26
H -1.705 -1.701 -0.033 -0.37 0.83 0.76
H 0.887 2.257 -0.186 -0.49 -1.70 1.38
C -1.122 -2.621 4.350 1.15 -1.07 -0.77
C -1.738 -1.698 5.400 2.61 -8.94 4.66
O -2.784 -2.490 6.005 3.96 -1.31 1.16
O 0.091 -2.030 3.874 0.33 1.49 -0.31
H -1.867 -2.935 3.533 0.96 1.31 0.63
H -0.764 -3.673 4.637 -0.98 1.44 0.86
H -2.047 -0.863 5.086 -2.25 6.59 -2.70
H -1.024 -1.616 6.309 -0.69 0.41 -1.79
H -3.629 -2.255 5.851 -4.13 1.65 -1.17
H 0.446 -1.263 4.449 -1.09 -1.79 -0.73
C 3.114 2.436 -2.527 -0.84 -5.29 2.20
C 2.259 3.608 -2.551 -2.28 0.19 0.87
O 1.565 3.826 -1.291 -0.25 0.82 0.70
O 3.544 2.123 -3.804 0.77 0.46 -0.89
H 2.577 1.360 -2.119 0.80 3.01 -0.50
H 3.912 2.601 -1.816 0.52 0.00 0.16
H 1.381 3.429 -3.128 0.12 0.21 -1.97
H 2.950 4.373 -2.827 -0.30 1.32 -0.37
H 0.825 4.489 -1.403 1.51 -1.02 -0.01
H 4.306 1.528 -3.712 -0.20 0.19 0.02
C -3.855 2.365 2.539 0.65 9.92 -10.94
C -5.218 2.608 2.014 -0.86 -0.33 0.59
O -5.902 3.404 2.899 10.38 -5.01 9.73
O -3.084 2.034 1.338 0.80 -0.87 0.75
H -3.880 1.759 3.181 0.44 -9.73 8.65
H -3.528 3.283 3.018 0.36 0.34 -0.20
H -5.849 1.778 2.006 -0.23 -2.58 -0.49
H -5.316 2.984 1.025 0.81 0.74 -1.07
H -6.462 3.760 2.467 -11.78 7.65 -8.10
H -2.806 2.780 0.771 -0.48 -0.21 1.11
C 0.473 -4.532 1.310 -4.80 -0.08 0.13
C 1.514 -4.784 0.406 1.56 -3.50 -3.66
O 2.716 -5.064 1.070 0.66 -3.54 1.91
O -0.891 -4.374 0.740 1.67 -4.23 2.17
H 0.742 -3.695 1.895 0.01 0.73 1.35
H 0.230 -5.449 1.745 0.37 -1.17 2.26
H 1.474 -4.125 -0.397 1.22 2.22 -1.07
H 1.518 -5.726 -0.187 -1.86 0.28 -0.10
H 2.532 -6.129 1.296 1.42 4.53 -0.49
H -0.943 -3.581 0.344 -0.16 4.73 -2.40
C -2.117 3.276 -2.961 -2.38 -2.46 -2.94
C -2.341 3.671 -4.451 3.51 3.29 4.04
O -1.698 5.001 -4.709 -1.36 -1.98 0.14
O -2.602 1.924 -2.726 6.65 1.69 2.41
H -2.493 3.935 -2.283 -2.42 2.11 1.55
H -1.192 3.280 -2.584 4.32 -0.56 0.28
H -3.331 3.722 -4.520 -4.31 0.68 -0.72
H -2.059 2.898 -5.040 1.71 -1.93 -2.21
H -2.424 5.632 -4.574 0.50 -0.12 -0.16
H -3.398 1.733 -3.012 -6.42 -0.74 -2.33
C 0.163 -4.074 -2.715 -0.52 -1.74 0.22
C -0.721 -3.744 -3.902 0.63 4.61 1.37
O -1.870 -3.201 -3.276 -1.79 -0.73 -1.02
O 1.120 -4.956 -3.281 2.66 3.57 -0.52
H -0.426 -4.784 -1.935 0.94 2.56 -1.40
H 0.636 -3.125 -2.297 -0.57 -1.46 -0.12
H -0.970 -4.605 -4.372 -1.13 -2.73 -1.33
H -0.269 -3.063 -4.781 -0.56 -1.23 2.27
H -1.787 -2.322 -2.920 0.98 0.61 -0.13
H 0.914 -5.818 -3.130 -0.93 -3.60 0.78
C 3.746 -2.849 3.734 -3.24 -1.63 -0.72
C 3.320 -1.827 2.639 1.44 -7.01 -2.30
O 4.100 -2.069 1.424 0.35 -1.05 -1.36
O 3.048 -2.465 4.981 -0.59 -4.03 1.29
H 4.748 -2.704 3.992 1.87 -0.19 -0.31
H 3.499 -3.968 3.310 0.66 2.68 1.36
H 3.433 -0.961 3.059 1.53 5.58 1.55
H 2.346 -1.878 2.318 -2.70 -0.57 0.01
H 3.881 -2.894 0.797 -0.01 2.58 3.04
H 2.876 -3.362 5.577 0.73 3.61 -2.55
C -0.107 1.806 3.894 0.43 -3.05 -2.37
C 1.190 1.140 4.453 -2.86 -4.42 -4.56
O 0.879 0.166 5.422 -0.03 -0.43 -0.12
O 0.151 2.795 2.922 -0.98 2.79 5.66
H -0.357 2.167 4.819 -2.26 1.94 1.78
H -0.899 1.015 3.434 1.85 1.59 1.43
H 1.755 1.806 4.873 3.44 4.26 2.07
H 1.717 0.617 3.626 -0.05 0.31 0.58
H 0.251 0.572 6.010 -0.46 -0.02 0.68
H 0.290 2.359 2.169 0.99 -2.85 -5.38